1.
DFT (wB97M-V/def2-TZVPD) results for a cluster of 4 separate species, C39H73FN5O9S in total in a non-equilibrium geometry.

E_HOMO (alpha / beta) = -8.56 / -9.03 eV
E_LUMO (alpha / beta) = -0.4 / -0.4 eV

ORCA input file:
```
! RIJCOSX wB97M-V def2-TZVPD def2/J DEFGRID3
* xyz 0 4
C -1.320 -7.587 0.596
S -1.130 -6.503 2.052
O -0.317 -7.227 3.019
O -2.455 -6.259 2.593
C -0.194 -4.986 1.663
C 0.627 -4.907 0.327
O 1.174 -5.744 -0.262
O 0.664 -3.578 -0.106
C 0.273 -2.806 1.040
C 0.147 -1.272 0.913
O -0.860 -0.684 0.816
N 1.422 -0.503 0.871
C 2.115 -0.579 2.111
O 2.013 0.150 2.999
F 3.026 -1.611 2.213
C -0.965 -3.619 1.575
C -1.643 -3.036 2.847
C -3.196 -3.143 2.862
C -3.901 -2.738 1.521
C -5.350 -2.238 1.888
C -6.307 -3.392 2.337
N -7.715 -3.220 1.904
H -1.622 -8.595 0.929
H -0.382 -7.654 0.014
H -2.147 -7.136 0.005
H 0.446 -4.856 2.565
H 1.085 -3.042 1.778
H 2.012 -0.977 0.177
H -1.604 -3.680 0.668
H -1.324 -1.988 3.032
H -1.275 -3.651 3.705
H -3.585 -4.131 3.172
H -3.554 -2.421 3.635
H -3.383 -1.935 0.962
H -4.054 -3.667 0.932
H -5.285 -1.523 2.742
H -5.815 -1.660 1.058
H -5.965 -4.354 1.894
H -6.343 -3.498 3.446
H -7.965 -2.243 1.794
H -7.884 -3.753 1.057
C 2.198 5.009 -2.475
C 3.565 5.122 -1.744
C 4.538 4.015 -2.195
C 4.307 2.652 -1.555
C 4.223 2.787 -0.038
C 3.156 3.799 0.394
N 3.332 5.129 -0.270
O 4.354 5.727 0.297
C 1.769 3.195 0.089
C 3.168 3.923 1.925
C 4.146 6.446 -2.274
H 1.383 4.674 -1.840
H 1.863 5.983 -2.841
H 2.250 4.337 -3.334
H 5.564 4.318 -1.954
H 4.508 3.913 -3.282
H 3.403 2.188 -1.961
H 5.133 1.984 -1.814
H 4.010 1.808 0.401
H 5.204 3.083 0.348
H 0.970 3.902 0.325
H 1.598 2.302 0.693
H 1.650 2.875 -0.946
H 4.143 4.221 2.313
H 2.928 2.964 2.387
H 2.426 4.649 2.263
H 3.559 7.302 -1.937
H 4.143 6.442 -3.365
H 5.181 6.600 -1.961
C 0.301 6.777 2.242
C 0.681 8.271 2.050
C 1.614 8.763 3.172
C 0.921 9.104 4.486
C -0.253 10.046 4.236
C -1.241 9.477 3.209
N -0.568 9.082 1.932
O -0.278 10.181 1.276
C -1.972 8.281 3.856
C -2.361 10.499 2.965
C 1.525 8.264 0.764
H -0.732 6.617 2.539
H 0.394 6.221 1.305
H 0.940 6.286 2.978
H 2.138 9.665 2.835
H 2.395 8.021 3.359
H 0.594 8.192 4.993
H 1.634 9.587 5.159
H -0.767 10.241 5.181
H 0.131 11.013 3.895
H -2.647 7.802 3.144
H -2.575 8.615 4.702
H -1.300 7.523 4.257
H -1.982 11.462 2.623
H -2.911 10.690 3.888
H -3.074 10.127 2.226
H 0.922 7.998 -0.108
H 2.334 7.535 0.847
H 1.994 9.230 0.568
C -0.946 -6.271 -5.766
C -0.847 -6.729 -4.285
C 0.605 -6.676 -3.773
C 1.482 -7.848 -4.197
C 0.790 -9.169 -3.879
C -0.607 -9.256 -4.506
N -1.466 -8.083 -4.149
O -1.846 -8.230 -2.903
C -0.440 -9.387 -6.036
C -1.263 -10.583 -4.098
C -1.611 -5.633 -3.518
H -1.159 -7.075 -6.465
H -1.772 -5.571 -5.912
H -0.033 -5.773 -6.099
H 0.601 -6.651 -2.678
H 1.077 -5.742 -4.088
H 1.727 -7.777 -5.260
H 2.434 -7.801 -3.662
H 1.411 -9.996 -4.232
H 0.723 -9.283 -2.791
H -1.409 -9.394 -6.538
H 0.062 -10.324 -6.285
H 0.171 -8.601 -6.477
H -1.333 -10.699 -3.016
H -0.678 -11.427 -4.465
H -2.267 -10.668 -4.519
H -2.675 -5.644 -3.760
H -1.214 -4.651 -3.782
H -1.508 -5.735 -2.435
*
```

Löwdin population analysis, charges in e, atoms 1 to 4: number 1, C, carries -0.12; number 2, S, carries 0.68; number 3, O, carries -0.33; number 4, O, carries -0.31

***

2.
DFT (wB97M-V/def2-TZVPD) results for a structure of composition C39H76ClN4O2PS in a non-equilibrium geometry.

E_HOMO = -8.80 eV
E_LUMO = -1.2 eV

ORCA input file:
```
! RIJCOSX wB97M-V def2-TZVPD def2/J DEFGRID3
* xyz 0 1
C -1.330 -2.995 3.883
C -1.630 -2.264 2.518
N -1.257 -2.850 1.432
C -2.383 -0.879 2.395
C -3.162 -0.798 1.022
C -4.320 -1.757 0.740
P -4.923 -3.135 1.888
O -3.742 -4.382 1.896
Cl -5.018 -2.466 3.884
C -5.095 -1.690 -0.510
C -4.787 -0.709 -1.607
N -5.440 -0.578 -2.818
S -4.619 0.708 -3.509
N -3.482 1.079 -2.349
C -3.609 0.208 -1.261
C -2.773 0.215 0.010
C -1.613 1.223 0.284
C -0.875 1.763 -1.002
C -0.041 0.625 -1.767
C 0.961 -0.110 -0.787
N 1.742 -1.176 -1.535
C 1.436 -2.418 -0.817
C 0.346 -3.408 -1.402
O 2.000 -2.679 0.235
H -0.199 -3.071 3.957
H -1.766 -2.391 4.725
H -1.713 -4.056 3.850
H -0.815 -3.750 1.673
H -3.075 -0.690 3.272
H -1.580 -0.093 2.477
H -3.870 -4.787 2.782
H -5.960 -2.394 -0.675
H -0.818 0.839 0.980
H -2.085 2.126 0.790
H -1.516 2.362 -1.701
H -0.079 2.486 -0.624
H -0.698 -0.070 -2.355
H 0.615 1.196 -2.501
H 0.397 -0.620 0.056
H 1.676 0.608 -0.274
H 2.725 -0.918 -1.396
H -0.680 -2.950 -1.360
H 0.637 -3.710 -2.445
H 0.357 -4.311 -0.733
C 0.946 -8.754 5.862
C 1.757 -8.367 4.632
C 2.989 -7.524 4.961
C 2.696 -6.167 5.607
C 1.787 -5.245 4.793
C 2.382 -4.849 3.446
H 0.549 -7.877 6.378
H 0.097 -9.379 5.574
H 1.557 -9.322 6.568
H 1.114 -7.842 3.919
H 2.087 -9.282 4.130
H 3.568 -7.375 4.045
H 3.638 -8.094 5.635
H 3.649 -5.657 5.787
H 2.248 -6.322 6.594
H 1.608 -4.336 5.376
H 0.808 -5.710 4.642
H 3.340 -4.341 3.578
H 1.709 -4.168 2.920
H 2.538 -5.718 2.803
C -2.077 3.608 4.674
C -3.373 3.976 3.962
C -3.163 4.902 2.764
C -2.566 6.272 3.095
C -3.365 7.100 4.103
C -4.763 7.457 3.615
H -1.580 4.487 5.089
H -2.280 2.922 5.500
H -1.384 3.113 3.988
H -4.069 4.426 4.676
H -3.850 3.055 3.609
H -4.120 5.035 2.251
H -2.503 4.405 2.043
H -2.471 6.842 2.164
H -1.547 6.146 3.473
H -2.817 8.027 4.299
H -3.431 6.576 5.061
H -4.717 8.023 2.681
H -5.277 8.072 4.357
H -5.372 6.566 3.447
C -1.606 2.995 -4.410
C -1.571 4.313 -5.173
C -2.783 4.515 -6.083
C -2.933 3.485 -7.205
C -1.736 3.377 -8.151
C -1.459 4.663 -8.919
H -1.590 2.136 -5.085
H -0.736 2.915 -3.754
H -2.502 2.929 -3.790
H -0.643 4.379 -5.750
H -1.540 5.134 -4.449
H -2.735 5.520 -6.514
H -3.693 4.495 -5.472
H -3.825 3.737 -7.789
H -3.128 2.498 -6.772
H -1.937 2.578 -8.872
H -0.840 3.075 -7.601
H -2.328 4.958 -9.513
H -0.616 4.522 -9.600
H -1.206 5.487 -8.248
C 4.750 0.513 -3.819
C 5.373 -0.613 -3.003
C 5.952 -0.142 -1.668
C 7.099 0.866 -1.775
C 8.304 0.391 -2.588
C 8.991 -0.830 -1.989
H 5.487 1.271 -4.091
H 4.325 0.119 -4.745
H 3.945 0.999 -3.261
H 6.141 -1.115 -3.598
H 4.602 -1.364 -2.801
H 6.286 -1.016 -1.102
H 5.150 0.312 -1.073
H 7.432 1.120 -0.763
H 6.727 1.799 -2.210
H 9.030 1.209 -2.639
H 8.010 0.179 -3.620
H 9.335 -0.624 -0.973
H 9.860 -1.108 -2.590
H 8.324 -1.694 -1.958
*
```

Löwdin population analysis, charges in e, atoms 1 to 4: number 1, C, carries -0.05; number 2, C, carries -0.39; number 3, N, carries 0.14; number 4, C, carries -0.12

***

3.
DFT (wB97M-V/def2-TZVPD) results for a cluster of 6 separate species, C39H76F14NO2S in total in a non-equilibrium geometry.

E_HOMO = -5.14 eV
E_LUMO = 2.1 eV

ORCA input file:
```
! RIJCOSX wB97M-V def2-TZVPD def2/J DEFGRID3
* xyz -1 1
O -0.480 2.417 1.746
S -0.063 3.812 2.194
O 0.237 3.679 3.681
N -1.332 4.949 2.098
C -1.780 5.138 0.691
C -3.268 4.619 0.409
C -3.362 3.073 0.013
C -3.005 2.829 -1.521
F -4.244 2.729 -2.223
F -2.293 3.879 -2.130
C -2.226 1.463 -1.806
F -1.274 1.134 -0.845
F -1.527 1.484 -3.040
F -3.161 0.403 -1.911
C 1.534 4.397 1.416
F 2.599 3.789 2.099
F 1.627 5.791 1.713
C 1.616 4.283 -0.177
F 0.865 3.250 -0.734
F 1.210 5.549 -0.688
C 3.132 4.103 -0.681
F 3.669 2.842 -0.354
F 3.948 5.079 -0.055
C 3.327 4.282 -2.252
F 2.546 3.412 -3.020
F 3.219 5.604 -2.697
F 4.668 3.910 -2.528
H -1.801 6.275 0.500
H -1.103 4.692 -0.103
H -3.682 5.204 -0.492
H -3.991 4.814 1.260
H -2.780 2.404 0.720
H -4.466 2.779 0.137
C -0.272 -3.443 -7.444
C 0.232 -3.096 -6.050
C -0.539 -1.946 -5.399
C -0.446 -0.603 -6.130
C 0.972 -0.068 -6.331
C 1.696 0.217 -5.021
H -0.155 -2.607 -8.137
H 0.291 -4.289 -7.847
H -1.329 -3.724 -7.416
H 1.301 -2.865 -6.092
H 0.135 -3.982 -5.413
H -0.187 -1.825 -4.369
H -1.596 -2.225 -5.323
H -1.029 0.135 -5.568
H -0.932 -0.686 -7.108
H 0.913 0.863 -6.905
H 1.564 -0.763 -6.934
H 1.146 0.949 -4.424
H 2.690 0.625 -5.222
H 1.824 -0.689 -4.425
C 3.526 -0.009 2.242
C 2.054 0.020 2.631
C 1.811 0.576 4.034
C 2.440 -0.233 5.174
C 2.008 -1.698 5.246
C 0.516 -1.872 5.499
H 4.106 -0.662 2.900
H 3.640 -0.383 1.222
H 3.959 0.995 2.283
H 1.629 -0.985 2.538
H 1.515 0.648 1.914
H 0.733 0.659 4.198
H 2.199 1.598 4.083
H 2.192 0.258 6.122
H 3.531 -0.192 5.091
H 2.558 -2.182 6.061
H 2.289 -2.227 4.330
H 0.221 -1.393 6.437
H 0.267 -2.935 5.571
H -0.084 -1.446 4.691
C -4.245 -5.709 -4.109
C -2.815 -5.839 -4.615
C -2.698 -6.688 -5.883
C -3.130 -8.149 -5.730
C -2.385 -8.938 -4.652
C -0.891 -9.060 -4.922
H -4.665 -6.679 -3.830
H -4.276 -5.070 -3.225
H -4.889 -5.261 -4.872
H -2.179 -6.244 -3.822
H -2.430 -4.837 -4.833
H -1.663 -6.649 -6.238
H -3.303 -6.230 -6.674
H -2.995 -8.651 -6.695
H -4.203 -8.192 -5.518
H -2.813 -9.945 -4.601
H -2.545 -8.488 -3.668
H -0.708 -9.555 -5.880
H -0.415 -9.657 -4.139
H -0.401 -8.084 -4.937
C -3.200 0.228 2.335
C -4.277 -0.241 1.366
C -5.644 -0.427 2.028
C -5.696 -1.495 3.125
C -5.269 -2.897 2.687
C -6.166 -3.488 1.607
H -3.023 -0.502 3.128
H -2.256 0.375 1.805
H -3.479 1.179 2.797
H -3.958 -1.168 0.880
H -4.378 0.503 0.570
H -6.381 -0.665 1.253
H -5.963 0.528 2.461
H -6.719 -1.540 3.514
H -5.069 -1.184 3.966
H -5.297 -3.556 3.562
H -4.232 -2.892 2.341
H -7.202 -3.549 1.951
H -5.835 -4.499 1.354
H -6.141 -2.894 0.691
C 8.016 5.743 5.784
C 7.164 4.530 6.134
C 6.635 3.789 4.906
C 5.700 4.603 4.007
C 4.457 5.164 4.700
C 3.534 4.083 5.244
H 7.443 6.494 5.236
H 8.393 6.215 6.695
H 8.876 5.451 5.174
H 6.338 4.836 6.782
H 7.773 3.835 6.723
H 6.122 2.880 5.237
H 7.484 3.449 4.302
H 5.384 3.968 3.172
H 6.256 5.433 3.558
H 3.898 5.766 3.975
H 4.742 5.846 5.507
H 3.197 3.422 4.445
H 2.650 4.537 5.700
H 4.027 3.477 6.010
*
```

Löwdin population analysis, charges in e, atoms 1 to 4: number 1, O, carries -0.39; number 2, S, carries 0.69; number 3, O, carries -0.39; number 4, N, carries -0.20